[1]
The following is a DFT calculation (the ωB97M-V functional and the def2-TZVPD basis) of a structure of composition C16H19N3O4S in a non-equilibrium geometry.

The geometry in XYZ format:
```
43
Properties=species:S:1:pos:R:3:mulliken_charge:R:1
C -6.67 -3.30 0.45 -1.209
H -6.20 -3.95 -0.44 0.285
C -5.89 -1.84 0.28 -0.353
H -6.37 -1.34 1.09 0.324
H -6.26 -1.63 -0.79 0.195
C -4.58 -2.15 0.50 -0.434
C -3.98 -0.86 0.58 0.533
N -3.39 -0.04 1.26 -0.683
N -2.99 1.14 0.81 -0.090
C -3.18 1.07 -0.37 0.565
S -2.96 2.56 -1.49 -0.234
C -2.30 3.69 -0.47 -0.677
H -2.89 3.59 0.32 0.412
H -2.07 4.59 -0.92 0.455
C -0.86 3.23 0.13 0.692
O -0.58 3.76 1.40 -0.670
N -0.08 2.19 -0.40 0.077
C 1.10 1.76 -0.08 1.049
C 1.95 2.25 0.93 -0.852
C 3.06 1.62 1.33 -0.846
C 3.59 0.67 0.20 0.208
C 2.80 0.45 -0.70 0.692
C 1.68 1.03 -1.02 -1.111
H 1.07 0.71 -1.80 0.447
H 3.34 -0.17 -1.81 0.005
C 5.06 0.13 0.57 0.166
O 5.65 0.19 1.55 -0.540
O 5.42 -0.58 -0.40 -0.230
C 6.58 -1.38 -0.06 -0.317
C 7.00 -2.28 -1.28 -1.240
H 7.95 -2.60 -1.27 0.474
H 6.18 -3.04 -1.56 0.272
H 7.01 -1.62 -2.25 0.270
H 7.39 -0.67 -0.10 0.296
H 6.62 -1.97 0.77 0.428
H 3.70 2.02 2.14 0.368
H 1.45 2.84 1.53 0.765
H -0.54 2.02 -1.04 -0.373
O -3.84 0.02 -0.74 -0.446
H -4.39 -2.39 1.50 0.233
H -4.05 -2.75 -0.20 0.376
H -7.93 -3.13 0.51 0.267
H -6.60 -3.83 1.34 0.451
```

Computed properties:
2S+1: 1
Energy in eV: -40382.5502
Energy above the lowest of the compared OMol25 structures with the same formula, charge and spin in eV: 15.980
Total charge: 0
Gap between HOMO and LUMO in eV: 8.84

[2]
The following is a DFT calculation (the ωB97M-V functional and the def2-TZVPD basis) of a cluster of 2 separate species, C6H12O2 in total in a non-equilibrium geometry.

The geometry in XYZ format:
```
20
Properties=species:S:1:pos:R:3:mulliken_charge:R:1
O -2.15 1.35 0.26 -0.637
C -0.92 0.78 0.83 -0.193
C -0.81 -0.70 0.57 -0.735
C 0.59 -1.10 0.82 -0.357
C 1.71 -0.64 0.07 -0.206
C 2.09 0.23 -1.02 0.284
C 3.50 0.61 -1.06 -1.088
H -0.74 1.02 1.89 0.231
H -1.64 -1.12 1.13 0.477
H -1.20 -0.87 -0.44 0.412
H 0.02 1.21 0.35 0.118
H 0.81 -1.81 1.60 0.396
H 2.66 -0.99 0.51 0.136
H 1.33 0.70 -1.60 0.496
H 4.12 0.03 -0.33 0.346
H 3.63 1.69 -0.67 0.259
H 4.01 0.40 -2.00 0.348
H -2.87 0.51 -0.07 0.444
H -4.18 -0.77 -0.32 0.200
O -3.22 -0.74 -0.42 -0.930
```

Computed properties:
2S+1: 1
Energy in eV: -10505.2914
Energy above the lowest of the compared OMol25 structures with the same formula, charge and spin in eV: 7.016
Total charge: 0
Gap between HOMO and LUMO in eV: 4.36

[3]
The following is a DFT calculation (the ωB97M-V functional and the def2-TZVPD basis) of the molecule CH2OS in a non-equilibrium geometry.

The geometry in XYZ format:
```
5
Properties=species:S:1:pos:R:3:mulliken_charge:R:1
C 0.26 -0.32 -0.57 0.220
H -1.22 0.16 0.81 0.179
H 1.47 -0.50 -0.60 0.184
O -0.53 -0.85 -1.30 -0.417
S 0.15 0.57 0.85 -0.166
```

Computed properties:
2S+1: 1
Energy in eV: -13951.0040
Structure (SMILES): O=CS
Energy above the lowest of the compared OMol25 structures with the same formula, charge and spin in eV: 0.667
Total charge: 0
Gap between HOMO and LUMO in eV: 10.84

[4]
The following is a DFT calculation (the ωB97M-V functional and the def2-TZVPD basis) of a cluster of 2 separate species, C9H16N2O3 in total in a non-equilibrium geometry.

The geometry in XYZ format:
```
30
Properties=species:S:1:pos:R:3:mulliken_charge:R:1
C -0.49 -0.09 -0.72 0.443
C 1.15 4.78 2.12 0.775
C -0.66 -2.34 -1.09 -1.061
C 0.83 -1.75 -1.44 0.304
C 3.08 -1.46 -0.61 -1.064
C -3.23 0.00 0.79 -1.119
C -0.14 2.24 -0.51 -0.591
C 1.86 -2.31 -0.51 -0.615
C -2.73 -1.20 -0.07 -0.254
N 0.64 -0.35 -1.23 -0.646
N -1.31 -1.17 -0.43 0.183
O 0.95 5.22 1.06 -0.390
O 1.34 4.30 3.15 -0.359
O -0.95 1.05 -0.23 -0.321
H -1.22 -2.79 -1.91 0.339
H -0.58 -3.32 -0.32 0.282
H 1.14 -1.95 -2.46 0.381
H 3.81 -2.01 -1.30 0.242
H 3.56 -1.19 0.32 0.323
H 2.79 -0.50 -1.02 0.343
H -2.58 0.30 1.72 0.238
H -3.28 0.90 0.24 0.278
H -4.27 -0.17 1.03 0.413
H -0.09 2.70 0.55 0.136
H -0.74 2.88 -1.24 0.217
H 0.79 1.80 -0.77 0.327
H 1.41 -2.32 0.57 0.252
H 2.05 -3.40 -0.69 0.372
H -3.30 -1.17 -1.03 0.268
H -2.81 -2.19 0.46 0.303
```

Computed properties:
2S+1: 1
Energy in eV: -18714.0005
Structure (SMILES): CC[C@H]1CN(CC)C(OC)=N1.O=C=O
Energy above the lowest of the compared OMol25 structures with the same formula, charge and spin in eV: 3.212
Total charge: 0
Gap between HOMO and LUMO in eV: 8.65

[5]
The following is a DFT calculation (the ωB97M-V functional and the def2-TZVPD basis) of a structure of composition C2H6BrFGa.

The geometry in XYZ format:
```
11
Properties=species:S:1:pos:R:3:mulliken_charge:R:1
C -0.86 1.06 -0.57 -1.088
C -0.57 -0.41 -0.32 0.130
F -0.56 -1.07 -1.59 -0.355
Ga 1.22 -0.68 0.66 0.229
Br 0.84 -1.27 2.98 -0.577
H 0.06 1.65 -0.55 0.253
H -1.32 1.19 -1.55 0.314
H -1.52 1.47 0.18 0.262
H -1.40 -0.85 0.22 0.288
H 2.07 -1.79 -0.12 -0.227
H 2.05 0.70 0.66 -0.230
```

Computed properties:
2S+1: 1
Energy in eV: -127309.3604
Total charge: -1
Gap between HOMO and LUMO in eV: 8.45

[6]
The following is a DFT calculation (the ωB97M-V functional and the def2-TZVPD basis) of a structure of composition C28H29CoFN5OSSi.

The geometry in XYZ format:
```
67
Properties=species:S:1:pos:R:3:lowdin_spin:R:1
Co 0.49 0.49 1.08 2.729
C 2.60 -2.34 -2.29 0.002
Si 2.50 -1.55 -0.58 0.009
C 4.23 -1.13 0.01 0.001
C 1.83 -2.90 0.56 0.002
N 1.45 -0.17 -0.55 0.055
C 1.46 0.78 -1.53 0.007
C 2.49 1.02 -2.46 0.006
C 2.41 2.03 -3.42 0.000
C 1.30 2.86 -3.49 0.006
C 0.26 2.67 -2.59 -0.001
C 0.37 1.66 -1.67 0.006
F -0.68 1.49 -0.79 0.019
H 3.19 -3.26 -2.21 0.000
H 3.06 -1.71 -3.05 0.000
H 1.61 -2.62 -2.65 0.000
H 4.86 -2.02 0.03 0.000
H 4.18 -0.72 1.02 0.000
H 4.72 -0.39 -0.62 0.000
H 1.90 -3.86 0.05 0.000
H 0.80 -2.76 0.87 0.000
H 2.44 -2.97 1.47 0.000
H 3.38 0.41 -2.41 0.000
H 3.24 2.16 -4.10 0.000
H 1.25 3.65 -4.23 0.000
H -0.62 3.30 -2.59 0.000
C -1.62 0.57 3.53 0.019
N -0.68 1.27 2.69 0.028
C -0.28 2.45 3.04 0.003
C 0.73 3.09 2.30 0.004
C 1.32 4.36 2.39 -0.001
C 2.29 4.40 1.39 0.003
C 2.23 3.15 0.74 0.005
N 1.30 2.37 1.28 0.052
C -3.03 0.53 2.97 0.001
C -3.35 1.08 1.74 0.000
C -4.65 1.02 1.27 0.000
C -5.64 0.40 2.01 0.000
C -5.33 -0.15 3.25 0.000
C -4.03 -0.08 3.73 0.000
H -1.67 1.06 4.51 0.003
H -1.78 -1.54 3.44 0.015
H -0.71 2.94 3.92 0.001
H 1.07 5.13 3.10 0.000
H 2.95 5.21 1.15 0.001
H 2.83 2.82 -0.10 0.000
H -2.57 1.56 1.16 0.000
H -4.89 1.45 0.30 0.000
H -6.65 0.35 1.64 0.000
H -6.10 -0.63 3.84 0.000
H -3.79 -0.50 4.70 0.000
N -1.34 -1.13 0.67 0.014
C -1.28 -1.61 -0.37 0.014
C -1.15 -2.17 -1.68 0.001
C -1.10 -1.33 -2.79 0.002
C -0.93 -1.89 -4.05 0.000
C -0.83 -3.26 -4.20 0.002
C -0.88 -4.10 -3.09 0.000
C -1.04 -3.55 -1.82 0.002
H -1.17 -0.26 -2.66 0.000
H -0.87 -1.24 -4.91 0.000
H -0.69 -3.69 -5.18 0.000
H -0.79 -5.17 -3.20 0.000
H -1.07 -4.19 -0.95 0.000
O 1.22 -0.79 2.71 0.417
S 0.42 -1.22 3.91 0.485
N -1.15 -0.81 3.75 0.088
```

Computed properties:
2S+1: 5
⟨S²⟩: 6.0119
Energy in eV: -98063.3081
Energy above the lowest of the compared OMol25 structures with the same formula, charge and spin in eV: 0.029
Total charge: 0
Gap between HOMO and LUMO (spin up / spin down) in eV: 7.25 / 5.74

[7]
The following is a DFT calculation (the ωB97M-V functional and the def2-TZVPD basis) of a structure of composition C44H36N9O7PS3SeTi in a non-equilibrium geometry.

The geometry in XYZ format:
```
102
Properties=species:S:1:pos:R:3:lowdin_spin:R:1
Ti 0.31 0.56 -0.11 0.952
C -1.69 0.52 -4.73 0.032
C -1.88 0.20 -3.40 0.002
N -1.36 0.92 -2.42 0.043
C -0.69 2.04 -2.78 0.010
C -0.41 2.28 -4.13 0.010
N -0.89 1.53 -5.11 0.004
C -0.43 2.95 -1.68 0.087
C -0.21 4.30 -1.82 0.012
C -0.27 5.14 -0.69 0.121
C -0.66 4.56 0.53 -0.013
C -0.78 3.19 0.61 0.099
N -0.62 2.39 -0.46 0.190
C -1.05 2.42 1.80 0.037
C -1.35 2.92 3.07 0.001
N -1.57 2.15 4.12 0.026
C -1.47 0.83 3.90 0.047
C -1.15 0.30 2.67 0.020
N -0.95 1.07 1.59 0.077
C -0.04 6.57 -0.80 0.028
C -0.37 7.30 -1.95 0.029
C -0.21 8.67 -1.97 0.002
N 0.26 9.39 -0.95 0.043
C 0.63 8.69 0.13 0.002
C 0.50 7.32 0.26 0.030
H -2.14 -0.06 -5.53 0.002
H -2.47 -0.66 -3.11 0.000
H 0.24 3.10 -4.42 0.000
H 0.04 4.72 -2.79 -0.001
H -0.82 5.18 1.40 -0.002
H -1.41 3.99 3.23 -0.001
H -1.67 0.17 4.74 0.002
H -1.09 -0.77 2.55 0.001
H -0.78 6.80 -2.82 0.002
H -0.50 9.24 -2.85 -0.001
H 1.04 9.29 0.94 -0.001
H 0.86 6.83 1.15 0.002
S 1.58 -1.94 -5.08 0.000
C 0.27 -2.85 -4.42 0.001
C -0.14 -2.28 -3.26 0.000
N 0.55 -1.15 -2.88 0.007
C 1.47 -0.85 -3.72 0.000
H -0.11 -3.72 -4.91 0.000
H -0.93 -2.63 -2.61 0.000
H 2.17 -0.02 -3.62 0.000
C 4.89 -2.30 0.11 0.000
N 3.50 -2.45 -0.25 0.002
C 2.96 -3.79 -0.38 0.000
C 2.68 -1.39 -0.25 0.002
O 1.47 -1.45 -0.42 0.005
H 5.52 -2.80 -0.63 0.000
H 5.08 -2.74 1.10 0.000
H 5.14 -1.24 0.14 0.000
H 3.77 -4.49 -0.58 0.000
H 2.25 -3.80 -1.21 0.000
H 2.43 -4.09 0.53 0.000
H 3.22 -0.45 -0.09 0.000
O 3.72 0.94 -2.62 0.002
Se 3.05 1.78 -1.41 0.004
O 3.87 1.50 -0.05 0.002
O 1.48 1.10 -1.28 0.000
O 2.90 3.32 -1.80 0.002
S -2.31 -3.00 2.97 0.002
P -2.20 -3.03 1.00 0.004
S -1.66 -1.45 -0.14 0.010
C -3.85 -3.46 0.32 0.001
C -3.96 -3.85 -1.02 0.000
C -5.20 -4.14 -1.56 0.000
C -6.34 -4.04 -0.78 0.000
C -6.24 -3.64 0.55 0.000
C -5.00 -3.35 1.10 0.000
C -1.31 -4.57 0.51 0.000
C -1.71 -5.77 1.08 0.000
C -1.09 -6.95 0.72 0.000
C -0.07 -6.94 -0.22 0.000
C 0.33 -5.75 -0.80 0.000
C -0.28 -4.56 -0.42 0.000
H -3.06 -3.91 -1.62 0.000
H -5.28 -4.44 -2.60 0.000
H -7.31 -4.27 -1.20 0.000
H -7.13 -3.56 1.16 0.000
H -4.89 -3.05 2.13 0.000
H -2.50 -5.76 1.83 0.000
H -1.39 -7.89 1.18 0.000
H 0.41 -7.87 -0.51 0.000
H 1.12 -5.75 -1.54 0.000
H 0.04 -3.60 -0.83 0.000
O 1.70 2.76 1.27 0.013
C 1.84 1.75 1.92 0.010
N 1.53 0.49 1.46 0.018
C 1.65 -0.43 2.48 0.006
O 1.47 -1.63 2.39 0.010
C 2.06 0.31 3.71 0.000
C 2.22 -0.11 5.02 0.002
C 2.58 0.84 5.96 0.000
C 2.78 2.17 5.60 0.002
C 2.59 2.59 4.29 0.000
C 2.22 1.64 3.36 0.002
H 2.05 -1.15 5.28 0.000
H 2.70 0.55 7.00 0.000
H 3.05 2.89 6.36 0.000
H 2.71 3.63 4.00 0.000
```

Computed properties:
2S+1: 3
⟨S²⟩: 2.0309
Energy in eV: -204216.7175
Energy above the lowest of the compared OMol25 structures with the same formula, charge and spin in eV: 1.968
Total charge: -2
Gap between HOMO and LUMO (spin up / spin down) in eV: 4.38 / 7.39

[8]
The following is a DFT calculation (the ωB97M-V functional and the def2-TZVPD basis) of a cluster of 7 separate species, C22H39F5NO20 in total in a non-equilibrium geometry.

The geometry in XYZ format:
```
87
Properties=species:S:1:pos:R:3:mulliken_charge:R:1
N 0.32 0.37 -2.65 -0.559
C -0.06 -0.53 -3.76 0.104
C 0.29 -2.05 -3.47 0.371
O 0.33 -2.45 -2.29 -0.713
O 0.54 -2.85 -4.42 -0.796
C -1.50 -0.30 -4.26 0.561
F -1.77 -0.92 -5.45 -0.288
F -1.62 1.06 -4.53 -0.323
C -2.65 -0.69 -3.23 0.626
F -3.39 0.45 -2.98 -0.283
F -2.23 -1.12 -2.05 -0.230
F -3.52 -1.55 -3.83 -0.270
H -0.51 0.65 -2.14 0.219
H 0.99 -0.11 -2.05 0.259
H 0.61 -0.24 -4.61 0.305
C 2.97 -0.51 1.76 -0.519
O 2.65 0.62 0.95 -0.202
C 3.22 1.77 1.34 0.803
O 3.95 1.91 2.29 -0.573
O 2.83 2.73 0.50 -0.303
C 3.37 4.02 0.80 -0.626
H 2.45 -1.37 1.34 0.247
H 4.04 -0.71 1.74 0.300
H 2.63 -0.36 2.78 0.147
H 4.46 4.00 0.73 0.287
H 3.04 4.35 1.78 0.281
H 2.99 4.71 0.05 0.211
C -1.28 0.92 7.83 -0.781
O -1.06 1.02 6.43 -0.206
C 0.20 1.34 6.09 0.649
O 1.11 1.53 6.86 -0.559
O 0.27 1.40 4.76 -0.185
C 1.57 1.73 4.25 -0.665
H -2.33 0.66 7.98 0.250
H -0.66 0.13 8.26 0.334
H -1.08 1.87 8.33 0.335
H 2.30 0.98 4.54 0.284
H 1.88 2.72 4.60 0.316
H 1.50 1.76 3.17 0.157
C -5.59 1.72 -1.13 -0.498
O -5.75 1.82 0.28 -0.341
C -5.00 2.76 0.86 0.792
O -4.23 3.49 0.29 -0.539
O -5.25 2.74 2.17 -0.325
C -4.50 3.71 2.92 -0.596
H -6.25 0.92 -1.49 0.245
H -5.88 2.65 -1.62 0.303
H -4.57 1.45 -1.39 0.207
H -4.75 4.72 2.59 0.296
H -3.43 3.52 2.82 0.264
H -4.79 3.60 3.96 0.215
C -0.78 -5.29 -5.26 -0.540
O -0.28 -6.30 -6.16 -0.303
C -0.05 -7.48 -5.59 0.771
O -0.22 -7.77 -4.44 -0.539
O 0.41 -8.32 -6.54 -0.322
C 0.70 -9.63 -6.07 -0.631
H -0.92 -4.38 -5.84 0.181
H -1.74 -5.60 -4.84 0.262
H -0.06 -5.09 -4.47 0.337
H -0.20 -10.11 -5.68 0.284
H 1.48 -9.60 -5.31 0.285
H 1.06 -10.21 -6.92 0.212
C 4.30 7.81 -3.55 -0.623
O 4.80 6.77 -4.38 -0.319
C 5.01 5.61 -3.74 0.822
O 4.82 5.41 -2.57 -0.532
O 5.48 4.73 -4.63 -0.315
C 5.75 3.44 -4.08 -0.614
H 4.16 8.69 -4.17 0.215
H 3.33 7.53 -3.12 0.293
H 5.01 8.05 -2.76 0.282
H 4.84 2.99 -3.68 0.308
H 6.52 3.50 -3.31 0.275
H 6.12 2.81 -4.89 0.209
C -2.45 -5.40 5.78 -0.635
O -2.78 -4.28 4.96 -0.336
C -2.20 -3.13 5.35 0.766
O -1.47 -3.00 6.30 -0.554
O -2.58 -2.17 4.51 -0.305
C -2.04 -0.88 4.81 -0.441
H -2.97 -6.26 5.37 0.218
H -1.38 -5.60 5.76 0.288
H -2.79 -5.24 6.80 0.290
H -0.95 -0.90 4.75 0.209
H -2.36 -0.55 5.79 0.185
H -2.41 -0.19 4.06 0.327
```

Computed properties:
2S+1: 1
Energy in eV: -79476.2095
Total charge: -1
Gap between HOMO and LUMO in eV: 6.66

[9]
The following is a DFT calculation (the ωB97M-V functional and the def2-TZVPD basis) of a structure of composition C10H25BrN2S4V.

The geometry in XYZ format:
```
43
Properties=species:S:1:pos:R:3:lowdin_spin:R:1
V 0.11 0.09 0.04 2.778
C -1.55 0.69 2.94 0.010
C -0.32 1.60 2.93 0.014
S 0.28 2.14 1.31 0.014
C -1.01 3.27 0.69 0.005
C -2.14 2.61 -0.09 0.008
S -1.51 1.37 -1.26 0.035
C -3.11 0.67 -1.78 0.012
C -3.06 -0.78 -2.25 0.002
S -2.26 -2.00 -1.21 0.028
C -3.27 -2.03 0.28 0.001
C -3.07 -0.93 1.31 0.008
S -1.35 -0.72 1.79 0.022
H -2.43 1.23 2.61 0.001
H -1.74 0.31 3.94 0.000
H 0.55 1.11 3.36 0.000
H -0.52 2.48 3.54 0.000
H -0.47 3.97 0.06 0.000
H -1.42 3.84 1.52 0.000
H -2.70 3.36 -0.65 0.000
H -2.84 2.10 0.57 0.000
H -3.49 1.30 -2.58 0.000
H -3.79 0.78 -0.93 0.001
H -2.55 -0.86 -3.20 0.000
H -4.09 -1.10 -2.44 0.001
H -3.07 -3.01 0.72 0.000
H -4.32 -2.05 -0.01 0.001
H -3.62 -1.17 2.23 0.000
H -3.44 0.03 0.96 0.000
N 3.48 -3.14 -0.48 0.002
C 2.43 -3.40 -1.55 0.001
C 1.08 -2.77 -1.25 0.005
N 0.90 -1.33 -1.62 0.009
H 4.36 -3.60 -0.73 0.000
H 3.18 -3.50 0.42 0.000
H 3.65 -2.15 -0.30 0.001
H 2.34 -4.48 -1.60 0.000
H 2.87 -3.05 -2.48 0.000
H 0.84 -2.92 -0.20 0.002
H 0.35 -3.34 -1.81 0.000
H 0.37 -1.30 -2.49 0.003
H 1.79 -0.89 -1.84 0.001
Br 2.26 -0.53 1.10 0.035
```

Computed properties:
2S+1: 4
⟨S²⟩: 3.7628
Energy in eV: -152815.6253
Energy above the lowest of the compared OMol25 structures with the same formula, charge and spin in eV: 0.351
Total charge: +2
Gap between HOMO and LUMO (spin up / spin down) in eV: 8.64 / 9.47